(1)
107
Properties=species:S:1:pos:R:3:lowdin_charge:R:1 method="wB97M-V/def2-TZVPD" fmax_ev_per_a=3.24 energy_ev=-191533.4402 charge=-1 homo_lumo_gap_ev=7.25
C 4.84 0.19 -0.44 0.0752
C 4.56 1.07 -1.21 -0.1806
S 4.13 2.36 -2.39 0.4399
O 3.94 3.62 -1.70 -0.3575
O 5.31 2.45 -3.27 -0.3811
N 2.88 1.92 -3.30 -0.3191
S 1.39 2.34 -2.61 0.5378
O 0.41 1.60 -3.38 -0.3565
O 1.20 3.77 -2.70 -0.3459
C 1.47 1.79 -0.88 -0.2207
C 0.13 1.97 -0.07 -0.1868
N -1.08 1.86 -0.88 -0.0931
C -1.79 0.55 -0.71 -0.1659
C -2.37 0.03 -2.07 -0.0550
C -2.02 2.89 -0.60 -0.4621
C -2.96 3.26 -1.78 0.0203
O -2.16 3.45 0.46 0.0731
H 5.29 -0.60 0.15 0.0378
H 2.21 2.44 -0.37 0.0787
H 1.88 0.77 -0.85 0.0921
H 0.14 1.16 0.69 0.1192
H 0.21 2.91 0.49 0.1118
H -1.17 -0.25 -0.28 0.1241
H -2.67 0.75 -0.03 0.0867
H -1.86 0.49 -2.93 0.0716
H -2.29 -1.07 -2.11 0.0328
H -3.44 0.28 -2.14 0.0588
H -3.03 4.35 -1.93 0.0842
H -3.96 2.87 -1.50 0.0660
H -2.66 2.71 -2.68 0.0772
C -6.40 2.96 1.53 -0.1662
C -7.52 1.95 1.34 -0.1737
O -6.93 0.89 0.58 -0.1820
S -5.37 0.75 0.99 0.6305
O -5.25 -0.28 1.95 -0.2105
O -4.59 0.79 -0.20 -0.2296
O -5.23 2.16 1.75 -0.1786
H -6.24 3.56 0.64 0.1350
H -6.57 3.61 2.39 0.1346
H -8.36 2.38 0.80 0.1336
H -7.85 1.54 2.29 0.1314
C 8.97 1.33 0.55 -0.1587
C 9.25 2.08 1.84 -0.1653
O 8.30 1.57 2.78 -0.1973
S 8.01 0.02 2.45 0.6218
O 8.81 -0.78 3.30 -0.2223
O 6.61 -0.15 2.32 -0.2538
O 8.66 -0.01 0.97 -0.1831
H 8.10 1.74 0.03 0.1363
H 9.83 1.32 -0.12 0.1333
H 9.14 3.16 1.72 0.1371
H 10.26 1.86 2.22 0.1295
C -0.96 -3.99 -4.78 -0.1689
C -2.06 -5.02 -4.88 -0.1770
O -2.64 -5.07 -3.58 -0.1840
S -2.56 -3.60 -2.91 0.6194
O -3.80 -2.95 -3.11 -0.2059
O -1.96 -3.72 -1.64 -0.2625
O -1.49 -2.97 -3.94 -0.1786
H -0.07 -4.40 -4.30 0.1342
H -0.68 -3.57 -5.75 0.1353
H -1.68 -6.00 -5.17 0.1312
H -2.83 -4.71 -5.59 0.1302
C 5.78 5.38 -4.91 -0.1564
C 5.04 4.81 -6.09 -0.1516
O 4.82 5.93 -6.96 -0.1936
S 6.05 6.96 -6.82 0.5983
O 6.96 6.72 -7.88 -0.2395
O 5.52 8.25 -6.55 -0.2340
O 6.68 6.36 -5.47 -0.1965
H 5.11 5.89 -4.22 0.1395
H 6.34 4.62 -4.36 0.1216
H 4.09 4.35 -5.80 0.1417
H 5.64 4.07 -6.62 0.1343
C 3.84 4.16 3.56 -0.1671
C 2.71 3.17 3.33 -0.1677
O 3.34 2.06 2.69 -0.1845
S 4.85 1.91 3.21 0.6216
O 4.88 0.94 4.24 -0.2106
O 5.71 1.87 2.09 -0.2439
O 4.97 3.37 3.90 -0.1876
H 4.07 4.71 2.64 0.1364
H 3.61 4.87 4.35 0.1312
H 1.91 3.57 2.72 0.1333
H 2.30 2.82 4.28 0.1319
C -3.02 -3.94 3.10 -0.1569
C -3.97 -5.10 2.87 -0.1882
O -4.26 -5.07 1.47 -0.1845
S -2.96 -4.53 0.67 0.6361
O -2.23 -5.65 0.19 -0.2153
O -3.38 -3.44 -0.13 -0.2373
O -2.17 -3.93 1.95 -0.1786
H -3.55 -2.99 3.13 0.1320
H -2.43 -4.06 4.00 0.1353
H -4.88 -5.00 3.45 0.1046
H -3.50 -6.05 3.10 0.1260
C -7.62 -8.63 6.03 -0.1677
C -7.71 -8.30 4.55 -0.1659
O -7.43 -6.91 4.46 -0.1818
S -6.38 -6.50 5.62 0.6215
O -5.08 -6.48 5.05 -0.2263
O -6.92 -5.41 6.34 -0.2056
O -6.53 -7.84 6.51 -0.1838
H -8.52 -8.32 6.56 0.1336
H -7.43 -9.68 6.21 0.1354
H -8.70 -8.52 4.14 0.1363
H -6.95 -8.84 3.98 0.1358

(2)
74
Properties=species:S:1:pos:R:3:mulliken_spin:R:1 method="wB97M-V/def2-TZVPD" s_squared=0.756 multiplicity=2 fmax_ev_per_a=0.83 energy_ev=-167508.8719 charge=+3 homo_lumo_gap_ev="7.45 / 5.37" relative_energy_ev=0.546
Ru -1.67 0.66 0.53 1.0819
N -1.97 0.54 2.67 -0.0028
C -0.94 1.37 3.39 0.0009
C 0.20 1.74 2.47 0.0102
N -0.34 2.21 1.16 -0.0496
C -1.04 3.53 1.28 0.0091
C -2.54 3.40 1.44 -0.0069
N -3.04 2.36 0.49 -0.0096
C 0.73 2.29 0.11 -0.0044
C 0.08 2.24 -1.26 0.0019
N -0.73 0.99 -1.33 -0.0140
H -2.90 0.83 2.97 0.0034
H -1.90 -0.43 2.99 0.0025
H -0.57 0.84 4.26 0.0004
H -1.44 2.27 3.77 0.0000
H 0.83 0.88 2.26 0.0007
H 0.83 2.51 2.93 -0.0017
H -0.82 4.10 0.38 0.0004
H -0.62 4.09 2.12 0.0016
H -3.02 4.36 1.24 -0.0001
H -2.84 3.10 2.44 -0.0006
H -3.09 2.74 -0.45 0.0055
H -4.01 2.13 0.72 0.0013
H 1.40 1.43 0.23 0.0023
H 1.31 3.20 0.23 0.0037
H 0.84 2.23 -2.04 0.0005
H -0.58 3.09 -1.44 -0.0032
H -0.04 0.22 -1.44 0.0018
H -1.28 0.96 -2.19 0.0038
C -4.85 -1.56 0.45 0.0012
As -3.39 -0.78 -0.55 -0.0314
C -4.30 0.17 -1.96 0.0037
C -2.44 -2.22 -1.39 0.0092
C -2.95 -2.93 -2.47 0.0017
C -2.20 -3.95 -3.04 0.0000
C -0.94 -4.26 -2.53 -0.0001
C -0.43 -3.56 -1.45 -0.0005
C -1.19 -2.54 -0.88 0.0019
As -0.63 -1.60 0.70 -0.0208
C 1.25 -1.94 0.96 -0.0015
C -1.42 -2.63 2.16 -0.0013
H -5.56 -1.99 -0.25 -0.0010
H -5.36 -0.79 1.04 0.0003
H -4.48 -2.34 1.11 0.0003
H -4.85 -0.54 -2.57 -0.0009
H -3.60 0.71 -2.60 -0.0011
H -5.02 0.87 -1.53 0.0002
H -3.93 -2.70 -2.88 -0.0001
H -2.59 -4.50 -3.88 0.0000
H -0.36 -5.05 -2.99 0.0000
H 0.55 -3.81 -1.06 0.0003
H 1.67 -1.20 1.64 -0.0001
H 1.75 -1.86 0.00 -0.0005
H 1.35 -2.94 1.39 0.0001
H -1.27 -3.68 1.92 -0.0012
H -2.48 -2.44 2.27 0.0003
H -0.90 -2.42 3.09 0.0002
C 6.86 -0.64 -2.57 0.0000
C 5.72 -0.24 -1.69 -0.0001
C 5.84 0.35 -0.46 0.0002
C 4.67 0.66 0.24 -0.0004
N 3.45 0.42 -0.24 0.0002
C 3.33 -0.16 -1.44 0.0006
S 1.85 -0.56 -2.18 0.0012
N 4.47 -0.47 -2.14 0.0003
C 4.74 1.33 1.58 -0.0001
H 7.81 -0.41 -2.09 0.0000
H 6.80 -0.10 -3.52 0.0000
H 6.81 -1.71 -2.78 0.0000
H 6.81 0.56 -0.04 0.0000
H 4.33 -0.91 -3.04 0.0001
H 5.74 1.30 2.00 0.0000
H 4.05 0.85 2.27 0.0000
H 4.45 2.37 1.48 0.0000

(3)
76
Properties=species:S:1:pos:R:3:lowdin_charge:R:1 method="wB97M-V/def2-TZVPD" fmax_ev_per_a=10.09 energy_ev=-186340.1190 charge=-1 homo_lumo_gap_ev=7.31
C 8.19 1.66 -0.49 -0.1677
C 6.90 2.21 -1.35 -0.2588
C 6.27 1.13 -2.42 -0.2361
C 6.14 -0.40 -1.88 -0.2190
C 4.64 -0.55 -1.18 -0.2169
C 3.65 -1.06 -2.40 -0.2242
C 2.07 -1.22 -1.96 -0.2193
C 1.86 -1.59 -0.35 -0.2050
C 0.35 -2.29 -0.28 -0.2204
C -0.43 -2.08 1.14 -0.2252
C -1.07 -0.56 1.35 -0.1900
C -2.51 -0.37 0.51 -0.3016
C -2.31 0.69 -0.64 -0.4345
Nb -3.94 2.16 -1.24 1.7017
O -5.31 3.55 -2.05 -0.4475
N -2.82 3.89 -0.52 -0.1220
C -2.33 3.69 0.73 -0.2770
O -1.90 3.37 1.98 -0.0821
C -5.18 0.57 -2.37 -0.8455
Br -4.52 -1.28 -2.21 0.6258
C -5.35 0.94 -4.00 -0.7703
C -5.02 -0.31 -5.00 -0.2911
Br -7.28 1.48 -4.39 0.5481
C -5.17 1.95 0.66 -0.3249
F -4.48 1.85 1.94 -0.0652
F -6.10 0.77 0.55 -0.1102
C -6.19 3.26 0.82 -0.2161
F -5.50 4.57 0.73 0.0078
F -7.42 3.14 0.00 0.0063
F -6.67 3.17 2.26 -0.0306
H 7.78 0.93 0.33 0.0670
H 8.95 1.04 -1.14 0.0826
H 8.77 2.52 0.09 0.0776
H 7.24 3.14 -1.97 0.1007
H 6.05 2.53 -0.58 0.1150
H 6.82 1.12 -3.46 0.1083
H 5.16 1.50 -2.65 0.1110
H 6.14 -1.11 -2.81 0.0986
H 6.95 -0.75 -1.10 0.0964
H 4.70 -1.31 -0.29 0.0992
H 4.30 0.49 -0.77 0.1141
H 3.74 -0.24 -3.25 0.1088
H 4.07 -2.07 -2.86 0.1147
H 1.65 -2.13 -2.57 0.1068
H 1.49 -0.24 -2.25 0.1188
H 1.94 -0.63 0.32 0.1122
H 2.73 -2.36 -0.09 0.1098
H 0.49 -3.45 -0.50 0.1172
H -0.27 -1.81 -1.16 0.1027
H 0.39 -2.18 2.00 0.0975
H -1.23 -2.92 1.37 0.1088
H -0.23 0.17 1.00 0.0910
H -1.22 -0.35 2.51 0.0971
H -3.37 -0.29 1.28 0.0912
H -2.63 -1.45 0.01 0.0678
H -2.00 0.11 -1.64 0.0355
H -1.35 1.37 -0.40 0.0568
H -2.99 2.37 -2.81 -0.0772
H -6.21 3.16 -2.22 -0.0258
H -6.30 0.60 -1.98 0.0317
H -4.59 1.79 -4.28 0.0631
H -5.72 -1.26 -4.86 0.0698
H -3.87 -0.61 -5.04 0.0830
H -5.27 0.08 -6.10 0.0712
C -0.21 -1.69 5.55 -0.0572
C 0.77 -2.84 5.37 -0.5067
C 1.31 -3.32 6.71 -0.0734
O 1.86 -2.40 4.56 -0.0667
H 0.27 -0.83 6.03 0.0839
H -0.58 -1.34 4.57 0.0609
H -1.07 -2.00 6.15 0.0820
H 0.28 -3.66 4.85 0.1397
H 1.84 -2.52 7.23 0.0787
H 2.02 -4.14 6.56 0.0774
H 0.49 -3.68 7.35 0.0779
H 2.30 -1.67 5.01 0.0920

(4)
92
Properties=species:S:1:pos:R:3:lowdin_charge:R:1 method="wB97M-V/def2-TZVPD" fmax_ev_per_a=4.43 energy_ev=-318378.3144 charge=+1 homo_lumo_gap_ev=6.98
C 4.15 2.26 -2.75 -0.1543
C 3.18 2.67 -3.93 -0.2370
O 2.42 1.59 -4.48 -0.1739
C 1.58 0.97 -3.51 -0.1858
C 0.53 -0.03 -4.18 -0.0957
O 0.75 -1.37 -3.67 -0.0847
C -0.42 -1.87 -3.07 -0.2351
C -0.58 -1.42 -1.52 -0.2685
C -1.14 0.05 -1.37 -0.5608
Cl -1.14 0.48 0.42 0.6006
C -2.66 0.16 -1.91 -0.6631
C -2.85 1.42 -2.85 -0.1170
Cl -3.88 0.31 -0.55 0.6014
N 0.73 -1.65 -0.90 -0.0166
C 1.23 -3.04 -1.01 -0.1676
C 0.48 -4.00 -2.02 -0.0767
N -0.41 -3.36 -3.05 -0.0971
N -1.72 -3.93 -2.87 0.0850
C -2.28 -4.13 -4.02 -0.5991
S -3.01 -4.56 -5.42 0.8062
H 3.55 2.01 -1.82 0.0631
H 4.85 3.09 -2.45 0.0417
H 4.79 1.40 -3.09 0.0352
H 2.47 3.47 -3.56 0.1234
H 3.84 3.08 -4.75 0.1317
H 1.03 1.78 -2.92 0.1287
H 2.23 0.34 -2.83 0.0867
H 0.69 0.05 -5.30 0.1488
H -0.52 0.32 -3.99 0.1055
H -1.36 -1.54 -3.61 0.1568
H -1.33 -2.12 -1.04 0.1594
H -0.50 0.84 -1.87 0.0753
H -2.95 -0.77 -2.49 0.0903
H -1.87 1.94 -3.07 0.0759
H -3.29 1.14 -3.86 0.0903
H -3.50 2.17 -2.31 0.0727
H 1.43 -0.99 -1.26 0.1055
H 1.13 -3.51 0.02 0.1352
H 2.33 -3.06 -1.24 0.0092
H -0.08 -4.79 -1.45 0.1464
H 1.28 -4.57 -2.59 0.1085
H -0.09 -3.69 -3.99 0.0583
C -3.66 -1.40 2.53 -1.0496
Cl -2.67 -2.87 2.46 0.4934
Cl -3.29 -0.44 3.96 0.5057
H -3.46 -0.81 1.65 -0.0884
H -4.71 -1.69 2.56 0.0319
C 1.14 -6.70 -5.08 -0.9842
Cl 2.76 -7.35 -4.84 0.5547
Cl 1.20 -4.94 -5.34 0.5902
H 0.70 -7.17 -5.95 0.0359
H 0.54 -6.90 -4.20 0.0312
C 5.35 -2.88 -2.52 -0.9720
Cl 4.45 -3.90 -1.40 0.5754
Cl 4.37 -1.51 -3.05 0.5727
H 6.24 -2.51 -2.01 0.0368
H 5.63 -3.47 -3.38 0.0334
C -2.43 -4.24 -9.39 -1.0321
Cl -4.02 -4.38 -8.64 0.4760
Cl -2.47 -3.19 -10.81 0.5304
H -1.73 -3.83 -8.67 0.0156
H -2.10 -5.23 -9.70 0.0300
C -0.80 4.15 2.14 -1.0378
Cl -2.17 5.24 2.36 0.5115
Cl -0.05 4.38 0.55 0.4782
H -0.06 4.36 2.91 0.0223
H -1.15 3.13 2.22 0.0026
C -3.90 -0.21 8.07 -1.0089
Cl -3.30 -1.63 8.93 0.5217
Cl -2.57 0.79 7.47 0.5160
H -4.51 -0.53 7.23 0.0200
H -4.51 0.39 8.75 0.0149
C 0.95 0.71 6.54 -1.0441
Cl 1.25 1.78 5.16 0.4866
Cl 1.97 -0.73 6.48 0.5091
H 1.16 1.25 7.46 0.0300
H -0.09 0.40 6.52 -0.0405
C -2.72 4.31 8.93 -1.0111
Cl -3.54 3.19 10.02 0.5104
Cl -3.79 5.64 8.46 0.5445
H -1.85 4.72 9.43 0.0110
H -2.42 3.77 8.04 -0.0003
C 6.59 2.80 0.41 -0.9913
Cl 6.82 2.02 -1.16 0.5499
Cl 4.91 2.68 0.95 0.5138
H 7.23 2.31 1.14 0.0279
H 6.86 3.85 0.33 0.0309
C -2.38 7.81 10.93 -1.0419
Cl -0.74 7.18 11.16 0.4981
Cl -2.35 9.56 10.65 0.5086
H -2.82 7.32 10.06 -0.0590
H -2.97 7.61 11.81 0.0316

(5)
87
Properties=species:S:1:pos:R:3:mulliken_spin:R:1 method="wB97M-V/def2-TZVPD" s_squared=0.760 multiplicity=2 fmax_ev_per_a=0.75 energy_ev=-239675.9741 charge=+1 homo_lumo_gap_ev="6.09 / 6.32" relative_energy_ev=1.791
Rh -0.16 1.69 1.87 0.0357
Se 0.70 0.17 3.55 -0.0025
P 2.59 0.20 2.43 0.0013
Se 1.78 1.11 0.59 0.0032
C 3.30 -1.42 2.15 0.0004
C 3.43 -2.29 3.23 0.0001
C 4.01 -3.53 3.05 0.0000
C 4.46 -3.90 1.79 0.0001
C 4.33 -3.04 0.71 -0.0001
C 3.74 -1.80 0.89 -0.0005
C 3.85 1.20 3.23 0.0004
C 4.64 2.06 2.48 -0.0003
C 5.66 2.77 3.10 0.0000
C 5.88 2.62 4.47 0.0000
C 5.08 1.75 5.21 0.0000
C 4.07 1.04 4.60 -0.0002
H 3.06 -2.01 4.22 0.0001
H 4.11 -4.21 3.88 0.0000
H 4.92 -4.88 1.65 0.0000
H 4.67 -3.34 -0.27 0.0000
H 3.62 -1.13 0.04 0.0002
H 4.47 2.19 1.42 -0.0003
H 6.28 3.45 2.53 0.0000
H 6.67 3.17 4.95 0.0000
H 5.25 1.64 6.27 0.0000
H 3.44 0.39 5.18 0.0002
N -1.30 2.84 3.38 0.0017
N -1.36 4.18 2.93 0.0146
C -1.09 4.43 1.61 0.0545
N -1.36 5.66 1.16 0.0220
N -0.63 3.42 0.91 -0.0081
N -0.31 3.56 -0.46 0.4437
O -0.54 2.35 -1.10 0.0500
O -0.56 4.60 -1.09 0.3713
H -2.23 2.43 3.48 0.0009
H -0.79 2.80 4.26 -0.0008
H -2.03 4.78 3.39 -0.0014
H -1.53 6.40 1.81 -0.0001
H -1.08 5.87 0.21 0.0020
F -2.96 0.86 2.91 0.0008
Sb -3.43 -1.01 2.78 0.0003
F -3.29 -1.17 4.64 0.0000
F -5.23 -0.54 2.83 0.0000
F -3.84 -2.80 2.44 0.0001
F -3.35 -0.61 0.86 0.0013
F -1.60 -1.37 2.53 0.0001
C -0.21 -0.62 -5.22 0.0008
Si -0.22 0.53 -3.73 0.0024
C -0.97 2.14 -4.28 0.0061
C 1.54 0.70 -3.13 0.0016
Si -1.55 -0.62 -2.11 0.0119
Te -1.74 1.05 -0.05 -0.0104
Si -3.86 -0.58 -2.67 -0.0011
C -4.88 -1.74 -1.63 0.0002
C -4.55 1.16 -2.61 -0.0004
C -3.86 -1.19 -4.44 -0.0005
Si -0.68 -2.72 -1.48 -0.0018
C 1.09 -2.55 -0.92 -0.0011
C -1.69 -3.46 -0.10 -0.0004
C -0.77 -3.81 -3.00 -0.0001
H 0.55 -0.25 -5.91 0.0002
H -1.16 -0.62 -5.75 -0.0001
H 0.05 -1.65 -4.97 -0.0002
H -0.44 2.49 -5.17 0.0005
H -0.92 2.92 -3.52 0.0003
H -2.02 2.00 -4.56 0.0003
H 2.08 1.40 -3.78 -0.0002
H 2.06 -0.26 -3.18 0.0001
H 1.60 1.08 -2.11 -0.0003
H -4.93 -1.45 -0.59 -0.0001
H -4.50 -2.77 -1.69 0.0000
H -5.89 -1.75 -2.04 0.0000
H -4.35 1.67 -1.67 0.0012
H -5.63 1.10 -2.73 0.0000
H -4.14 1.77 -3.42 0.0004
H -3.58 -2.24 -4.51 0.0000
H -3.20 -0.61 -5.09 0.0000
H -4.88 -1.09 -4.84 -0.0001
H 1.19 -1.76 -0.18 0.0003
H 1.77 -2.34 -1.75 -0.0001
H 1.39 -3.49 -0.45 -0.0001
H -1.64 -2.85 0.80 0.0002
H -1.28 -4.44 0.13 0.0000
H -2.74 -3.59 -0.37 -0.0002
H -0.14 -3.45 -3.81 0.0000
H -1.79 -3.91 -3.38 0.0000
H -0.42 -4.81 -2.73 0.0000